{"formula": "C34H29NO4PdSb2", "method": "ωB97M-V with the def2-TZVPD basis set", "homo_lumo_gap_ev": 6.2502, "total_charge": 2, "spin_multiplicity": 1, "max_force_ha_per_bohr": 0.0141, "elements": ["Pd", "O", "C", "O", "C", "C", "C", "C", "C", "N", "C", "O", "O", "H", "H", "H", "C", "C", "C", "Sb", "C", "C", "C", "C", "C", "C", "C", "C", "C", "C", "C", "C", "Sb", "C", "C", "C", "C", "C", "C", "C", "C", "C", "C", "C", "C", "H", "H", "H", "H", "H", "H", "H", "H", "H", "H", "H", "H", "H", "H", "H", "H", "H", "H", "H", "H", "H", "H", "H", "H", "H", "H"], "coordinates": [[0.855337, 0.771204, -0.158749], [0.033749, 1.861019, 3.545839], [0.519872, 1.730140, 2.464432], [0.554546, 0.548613, 1.804022], [1.134142, 2.890478, 1.690481], [1.510228, 4.144731, 2.127827], [2.039165, 5.026032, 1.179585], [2.180062, 4.666454, -0.162970], [1.777174, 3.395908, -0.529041], [1.287200, 2.601735, 0.407975], [1.834072, 2.725589, -1.904103], [2.305089, 3.278919, -2.848623], [1.316677, 1.477782, -1.949154], [1.394257, 4.422398, 3.166282], [2.351420, 6.012297, 1.496269], [2.597327, 5.338572, -0.900165], [-0.833675, -2.794364, -1.558848], [-2.196984, -2.315704, -1.077152], [-2.503629, -0.876556, -1.482455], [-1.678629, 0.475287, -0.069096], [-2.023364, 2.475748, -0.498782], [-1.760258, 2.956214, -1.781886], [-2.046587, 4.280587, -2.068102], [-2.576991, 5.105346, -1.081227], [-2.817916, 4.621492, 0.198676], [-2.535703, 3.298287, 0.503639], [-2.629269, -0.097437, 1.699188], [-2.047312, -0.695617, 2.808604], [-2.869711, -1.079034, 3.858878], [-4.238965, -0.861829, 3.798474], [-4.809575, -0.258755, 2.685038], [-4.005744, 0.127776, 1.623676], [0.894674, -1.777063, -0.801170], [1.622965, -2.906526, 0.794923], [0.739187, -3.513667, 1.683453], [1.238969, -4.339823, 2.677630], [2.608935, -4.546737, 2.782108], [3.484809, -3.932201, 1.897793], [2.996252, -3.105878, 0.896409], [2.242723, -2.031460, -2.389833], [3.116526, -1.053060, -2.845204], [3.987951, -1.354032, -3.882877], [3.984861, -2.617827, -4.454869], [3.114425, -3.595399, -3.990234], [2.240318, -3.306955, -2.954415], [-0.740478, -2.685249, -2.641153], [-0.678028, -3.846477, -1.318092], [-2.287713, -2.426876, 0.008589], [-2.965306, -2.967149, -1.498975], [-3.570197, -0.652085, -1.388632], [-2.193122, -0.622503, -2.495492], [-1.325236, 2.320140, -2.544905], [-1.856322, 4.671005, -3.058600], [-2.802874, 6.137563, -1.313497], [-3.226347, 5.273575, 0.958703], [-2.717974, 2.919295, 1.503247], [-0.978901, -0.841371, 2.866527], [-2.431326, -1.539698, 4.733649], [-4.867204, -1.158392, 4.627467], [-5.875922, -0.084267, 2.641899], [-4.466784, 0.608494, 0.765274], [-0.331682, -3.353454, 1.610920], [0.561927, -4.824029, 3.368275], [2.995557, -5.194824, 3.556940], [4.549735, -4.100224, 1.982954], [3.683695, -2.642231, 0.198332], [3.112490, -0.056537, -2.426785], [4.664693, -0.592855, -4.246465], [4.663494, -2.844147, -5.266043], [3.116527, -4.582780, -4.431376], [1.578712, -4.087587, -2.594991]], "forces_ev_per_a": [[0.1855, -0.6168, 0.3347], [0.0899, -0.0410, 0.0332], [0.1222, 0.0710, 0.0223], [-0.2060, 0.3017, -0.1158], [-0.0170, -0.0604, -0.0153], [-0.0436, 0.0629, -0.0436], [-0.0090, -0.0408, -0.0303], [0.0061, 0.0060, 0.0671], [-0.0224, -0.0486, -0.0552], [0.0738, -0.0416, -0.1796], [-0.1395, -0.0391, 0.0478], [-0.0410, 0.0192, -0.0540], [0.1419, 0.2986, 0.1748], [0.0019, -0.0103, 0.0033], [0.0005, 0.0022, -0.0014], [-0.0041, 0.0009, -0.0013], [0.0482, 0.0870, 0.0190], [0.0199, 0.0099, 0.0533], [-0.0583, 0.0729, 0.0072], [-0.0492, -0.0825, -0.0253], [-0.0664, 0.0147, -0.0210], [0.0087, -0.0085, -0.0079], [0.0242, 0.0145, 0.0093], [-0.0002, 0.0045, 0.0108], [0.0323, 0.0271, -0.0234], [0.0260, -0.0423, 0.0393], [-0.0026, 0.0752, -0.0197], [0.0630, -0.0467, -0.0413], [0.0066, 0.0078, 0.0108], [-0.0029, 0.0011, -0.0061], [0.0180, -0.0050, 0.0192], [-0.0430, -0.0190, 0.0135], [-0.0739, 0.0208, -0.3354], [-0.0731, -0.0069, 0.0224], [-0.0154, 0.0493, 0.0300], [0.0042, 0.0197, 0.0094], [0.0055, 0.0001, -0.0049], [-0.0040, -0.0013, 0.0297], [0.0092, 0.0152, -0.0139], [0.0423, -0.0263, 0.0440], [-0.0144, 0.1043, 0.0273], [-0.0022, -0.0167, -0.0105], [-0.0100, 0.0054, 0.0200], [0.0276, 0.0250, -0.0152], [-0.0101, -0.0600, 0.0307], [-0.0106, -0.0115, 0.0004], [0.0293, 0.0178, 0.0614], [-0.0463, -0.0457, -0.0140], [0.0208, 0.0168, -0.0706], [0.0063, -0.0181, -0.0131], [0.0488, -0.0222, 0.0057], [-0.0286, 0.0014, -0.0075], [-0.0005, -0.0076, -0.0061], [-0.0016, 0.0002, 0.0001], [-0.0030, -0.0061, 0.0064], [-0.0287, -0.0044, -0.0079], [-0.0085, 0.0091, 0.0171], [-0.0026, 0.0008, 0.0037], [-0.0018, -0.0041, -0.0010], [0.0005, 0.0070, 0.0012], [0.0239, -0.0026, -0.0044], [-0.0042, -0.0187, -0.0173], [-0.0004, -0.0037, -0.0014], [0.0008, 0.0018, 0.0016], [0.0006, 0.0001, -0.0017], [-0.0088, -0.0120, -0.0140], [-0.0245, -0.0084, 0.0003], [0.0029, -0.0029, -0.0025], [0.0027, 0.0001, 0.0013], [-0.0053, -0.0019, 0.0007], [-0.0100, 0.0115, 0.0037]]}